Density functional theory data (the ωB97M-V functional and the def2-TZVPD basis) for a cluster of 2 separate species, C13H24N3O10 in total in a non-equilibrium geometry.

```
50
Properties=species:S:1:pos:R:3:mulliken_charge:R:1
O 4.0926 2.1690 -1.9308 -0.75
O -0.7502 1.7370 -0.7301 -0.86
O -3.7748 -0.1582 -1.6621 -0.76
O 4.3139 0.6542 2.3252 -0.71
O -0.6639 -0.3032 0.1116 -0.76
O -3.1786 2.3509 -0.5871 -0.48
O -3.3954 -5.5961 -0.2761 -0.54
O -2.6462 -1.2855 1.3515 -0.68
O -3.3613 -3.8304 1.7647 -0.70
O -5.0835 -2.4468 -1.1802 -0.64
C 3.8765 3.2199 -1.3481 0.89
C -0.1111 0.7480 -0.2981 0.17
C -3.7482 -0.0281 -0.4384 0.35
C 4.1950 1.1055 1.1878 0.27
N -3.6757 1.2276 0.1397 -0.10
N 4.8899 0.5941 0.1683 -0.02
N 3.5970 3.3444 -0.0494 -0.13
C 3.9463 4.5160 -2.1179 -1.34
C 5.7925 -0.5489 0.2684 -1.02
C -4.6532 -5.0526 0.1284 -0.53
C 1.4145 0.8801 -0.1921 -0.04
C -3.8300 -1.2385 0.5146 0.07
C -4.4175 -3.6922 0.7994 -0.09
C -4.0365 -2.5901 -0.2110 0.06
C 1.7809 1.9209 0.8779 -0.95
C 3.2653 2.3217 0.9739 0.10
H -2.1973 2.1872 -0.7859 0.60
H -2.7440 -5.3337 0.4042 0.35
H -1.8362 -0.9465 0.8350 0.60
H -2.9476 -2.9393 1.8872 0.51
H -4.8176 -1.7165 -1.7899 0.39
H -3.4883 1.2090 1.1397 0.29
H 4.7137 0.9923 -0.7483 0.24
H 3.4669 4.2932 0.2548 0.28
H 4.6847 5.1705 -1.6616 0.35
H 4.2309 4.2987 -3.1463 0.34
H 2.9645 4.9864 -2.1072 0.34
H 6.3390 -0.6732 -0.6668 0.36
H 6.4979 -0.3903 1.0858 0.31
H 5.2121 -1.4500 0.4746 0.30
H -5.1245 -5.7279 0.8487 0.28
H -5.3249 -4.9590 -0.7306 0.32
H 1.8045 1.1941 -1.1601 0.20
H 1.8651 -0.0813 0.0648 0.25
H -4.7046 -1.0729 1.1493 0.37
H -5.3412 -3.3896 1.3028 0.30
H -3.1078 -2.8662 -0.7239 0.21
H 1.1986 2.8290 0.7137 0.28
H 1.4792 1.5181 1.8457 0.44
H 3.3384 2.8490 1.9244 0.29
```

The total energy is -38818.23679 eV. For the LUMO energy, the calculation gives 2.367 eV. As for the largest force on an atom: 1.84 eV Å⁻¹. As for the HOMO energy: -6.13 eV. The orbital gap comes out at 8.496 eV. Its charge is -1.